{"formula": "C51H97BIN2O20", "method": "ωB97M-V with the def2-TZVPD basis set", "e_homo_ev": -5.5, "total_energy_ev": -107160.8360, "total_charge": -1, "lumo_energy_ha": 0.0638, "gap_ev": 7.206, "symbols": ["C", "C", "C", "O", "C", "C", "C", "C", "C", "I", "O", "B", "C", "C", "O", "O", "C", "C", "O", "C", "C", "C", "N", "C", "C", "O", "C", "C", "C", "C", "C", "O", "O", "C", "C", "N", "C", "C", "C", "H", "H", "H", "H", "H", "H", "H", "H", "H", "H", "H", "H", "H", "H", "H", "H", "H", "H", "H", "H", "H", "H", "H", "H", "H", "H", "H", "H", "H", "H", "H", "H", "H", "H", "H", "H", "H", "H", "H", "H", "H", "C", "O", "C", "C", "O", "C", "C", "O", "C", "H", "H", "H", "H", "H", "H", "H", "H", "H", "H", "H", "H", "H", "H", "C", "O", "C", "C", "O", "C", "C", "O", "C", "H", "H", "H", "H", "H", "H", "H", "H", "H", "H", "H", "H", "H", "H", "C", "O", "C", "C", "O", "C", "C", "O", "C", "H", "H", "H", "H", "H", "H", "H", "H", "H", "H", "H", "H", "H", "H", "C", "O", "C", "C", "O", "C", "C", "O", "C", "H", "H", "H", "H", "H", "H", "H", "H", "H", "H", "H", "H", "H", "H"], "coordinates": [[1.31854, -3.68285, 4.29514], [0.40997, -2.39710, 4.13678], [0.37070, -1.97860, 2.63407], [0.34723, -0.55876, 2.46422], [0.09533, -0.34746, 1.05644], [0.71507, 0.98127, 0.51585], [-0.20046, 1.32903, -0.72914], [-0.18743, 2.84529, -1.11778], [-1.08076, 2.98862, -2.42488], [0.14702, 2.64741, -4.17979], [0.63280, 2.11743, 1.35688], [1.91124, 2.76068, 1.66335], [2.28136, 3.10375, 3.23537], [1.58027, 2.20229, 4.26272], [1.87834, 1.05779, 4.38310], [0.58354, 2.74213, 5.12695], [1.04066, 3.86463, 5.79113], [2.31575, 3.85953, 6.66628], [0.43193, 4.88749, 5.71175], [2.23706, 4.16914, 0.87697], [1.32607, 5.28600, 0.71870], [1.73247, 6.44352, 0.01762], [2.89520, 6.71810, -0.61740], [3.71349, 5.65132, -0.44968], [3.50586, 4.43617, 0.24212], [2.87505, 1.77307, 1.14794], [2.31324, 0.86374, 0.21138], [3.03837, -0.45158, 0.61557], [4.58900, -0.36168, 0.65206], [5.23225, -1.63107, 1.36448], [6.66591, -1.77791, 0.74461], [7.48742, -0.98260, 1.07212], [6.96179, -2.82105, -0.13683], [6.43763, -2.49096, -1.44290], [7.27037, -1.38554, -2.16458], [2.64051, 1.52688, -1.09240], [3.03857, 0.74125, -2.02117], [2.30118, -0.51701, -2.55978], [4.39004, 1.10444, -2.73268], [2.22259, -3.56872, 3.65454], [0.74268, -4.58047, 3.95729], [1.58885, -3.85708, 5.36361], [0.75709, -1.58220, 4.81380], [-0.61927, -2.66461, 4.48477], [1.25943, -2.43028, 2.11745], [-0.55976, -2.42175, 2.18158], [-1.02037, -0.39913, 0.94490], [0.49577, -1.21311, 0.46896], [0.09445, 0.75948, -1.64550], [-1.27344, 1.06666, -0.54991], [0.81716, 3.24528, -1.35089], [-0.73409, 3.40333, -0.33005], [-1.87222, 2.20428, -2.36620], [-1.55547, 3.99529, -2.45769], [2.03460, 4.18248, 3.41763], [3.38684, 3.01465, 3.37772], [3.13864, 3.28944, 6.17847], [2.10929, 3.36466, 7.64332], [2.66893, 4.89036, 6.88694], [0.30993, 5.23178, 1.15072], [0.98533, 7.27224, -0.02886], [4.70816, 5.76447, -0.94404], [4.31295, 3.68608, 0.29529], [2.70854, -0.68832, 1.65962], [2.73264, -1.34237, 0.00721], [4.96310, -0.39354, -0.39801], [4.99472, 0.52356, 1.17517], [5.37016, -1.45399, 2.45406], [4.67018, -2.56674, 1.14653], [6.51153, -3.40759, -2.07563], [5.35853, -2.20817, -1.41390], [7.16011, -0.38734, -1.68019], [7.01879, -1.30982, -3.24254], [8.34324, -1.68421, -2.06760], [3.05334, -1.34571, -2.63274], [1.51352, -0.86068, -1.86007], [1.89949, -0.27446, -3.57291], [5.14623, 1.35168, -1.95605], [4.26558, 1.95529, -3.43878], [4.73301, 0.21969, -3.31454], [4.33910, -8.41499, -4.60839], [4.03656, -8.05403, -3.27647], [5.00202, -7.19630, -2.68643], [4.35366, -6.05763, -1.91671], [3.69509, -5.08255, -2.72505], [2.50729, -5.48182, -3.40368], [1.32345, -5.80403, -2.50410], [1.52267, -7.02555, -1.80668], [1.09428, -6.98913, -0.46064], [5.08079, -9.22084, -4.62574], [3.41966, -8.76842, -5.07712], [4.70041, -7.55912, -5.18700], [5.68399, -6.78025, -3.43531], [5.59268, -7.80256, -1.98732], [5.14799, -5.50924, -1.39933], [3.68891, -6.42234, -1.13387], [2.71209, -6.29386, -4.10112], [2.22538, -4.61708, -4.01279], [0.42887, -5.92645, -3.12726], [1.15577, -4.97239, -1.81145], [1.37348, -6.04972, 0.02718], [1.59017, -7.80287, 0.06995], [0.01044, -7.13542, -0.40259], [-5.20169, -3.46555, -2.97233], [-5.87415, -2.31851, -2.49128], [-5.14161, -1.60437, -1.50670], [-5.18683, -0.10559, -1.74888], [-4.46618, 0.34514, -2.89120], [-4.97032, -0.01095, -4.17464], [-6.30771, 0.61364, -4.54338], [-7.37094, 0.03815, -3.79350], [-8.32975, 0.97584, -3.35188], [-5.31594, -4.29667, -2.26856], [-5.65270, -3.74332, -3.92626], [-4.14055, -3.26641, -3.15110], [-4.09761, -1.93058, -1.46424], [-5.60456, -1.81860, -0.53422], [-4.70278, 0.38355, -0.89740], [-6.21029, 0.27049, -1.76414], [-4.98828, -1.09360, -4.29900], [-4.22812, 0.36778, -4.88433], [-6.51121, 0.41419, -5.60272], [-6.25653, 1.69736, -4.39532], [-7.85854, 1.89241, -2.98304], [-8.88121, 0.52607, -2.52473], [-9.03098, 1.21198, -4.15970], [-8.51687, -7.89237, -0.47308], [-8.78768, -6.72072, -1.21507], [-9.93463, -6.82436, -2.04383], [-10.80527, -5.58112, -1.96349], [-11.48224, -5.39507, -0.72375], [-10.69771, -5.07407, 0.42238], [-10.02016, -3.71291, 0.38359], [-8.95109, -3.69942, -0.54865], [-8.86663, -2.50774, -1.30753], [-8.00875, -8.63209, -1.10097], [-7.86209, -7.62039, 0.35574], [-9.42981, -8.32248, -0.04932], [-10.53839, -7.70204, -1.79018], [-9.58163, -6.94108, -3.07701], [-11.60155, -5.68561, -2.70785], [-10.25367, -4.68319, -2.24233], [-9.98435, -5.86865, 0.64054], [-11.40716, -5.05971, 1.25593], [-9.59458, -3.50122, 1.37270], [-10.76274, -2.94224, 0.15059], [-9.85551, -2.16438, -1.63160], [-8.27587, -2.71775, -2.19722], [-8.36620, -1.72547, -0.72641], [1.76412, 7.57053, 4.32383], [3.12430, 7.94922, 4.19674], [3.69247, 7.59719, 2.94116], [4.52538, 8.72789, 2.36369], [3.78251, 9.86643, 1.92891], [3.15116, 10.66766, 2.91919], [4.09459, 11.42077, 3.84663], [4.74226, 10.53972, 4.75320], [6.10433, 10.83788, 4.96242], [1.68799, 6.51071, 4.57348], [1.32558, 8.15792, 5.13273], [1.19835, 7.78507, 3.41141], [2.92570, 7.31092, 2.21703], [4.34326, 6.72888, 3.10729], [5.01743, 8.34945, 1.46257], [5.32881, 9.02534, 3.03932], [2.41896, 10.08710, 3.48086], [2.58464, 11.41772, 2.35687], [3.51001, 12.13132, 4.44536], [4.82116, 11.98191, 3.24876], [6.60956, 11.09808, 4.02646], [6.58379, 9.94473, 5.36512], [6.20853, 11.65454, 5.68622]], "atomic_forces_ev_per_a": [[-0.730, 0.353, 0.041], [0.139, -0.587, 0.208], [-0.373, -0.126, 0.956], [0.264, -1.299, -1.148], [-0.206, 0.345, 0.911], [-0.376, 0.409, -0.561], [0.720, 0.424, -0.750], [-1.157, -0.652, -1.100], [0.026, -0.076, 1.575], [-0.526, 0.097, 0.264], [-0.993, -0.631, 0.555], [1.031, -0.453, -0.963], [-0.888, 0.851, 1.585], [1.631, 0.033, -0.929], [-0.425, -0.455, 0.355], [1.182, 0.572, 0.205], [0.393, 0.777, 0.229], [0.344, -0.982, -0.084], [-0.784, 0.223, 0.053], [-0.040, 2.181, -1.426], [1.518, -0.769, -0.103], [-1.661, 1.042, 0.139], [-0.592, -2.530, 1.492], [1.730, -0.200, -0.532], [-1.417, 0.434, 0.501], [0.068, -1.089, -0.027], [-1.366, 2.204, 1.540], [-0.180, -0.652, 0.222], [0.143, -0.968, -0.250], [0.499, -0.304, -1.342], [-1.158, 0.067, 1.282], [0.938, 0.048, -0.222], [-0.783, 0.991, -0.166], [-0.016, -0.033, -1.514], [0.448, -0.211, 0.727], [1.949, -2.338, 0.035], [0.139, 0.707, -0.812], [1.281, -0.385, 0.914], [-0.977, -0.203, -0.541], [-0.463, -0.199, 0.663], [0.568, 0.599, 0.120], [-0.039, 0.165, -0.844], [-0.036, -0.395, -0.846], [0.720, 0.314, -0.277], [-0.584, 0.443, 0.189], [0.709, 0.247, 0.150], [0.766, 0.328, -0.123], [-0.090, 0.688, 0.222], [-0.108, 0.228, 0.686], [0.841, 0.113, 0.191], [-0.539, -0.173, 0.661], [0.751, -0.129, -0.368], [0.531, 0.636, -0.543], [0.538, -0.740, -0.444], [0.058, -0.806, 0.007], [-0.855, -0.216, -0.194], [-0.553, 0.314, 0.330], [0.012, 0.193, -0.718], [-0.553, -0.665, -0.443], [0.641, 0.168, -0.307], [0.535, -0.603, -0.025], [-0.716, -0.058, 0.371], [-0.560, 0.482, -0.189], [0.034, 0.449, -0.790], [0.324, 0.648, 0.218], [-0.186, 0.432, 0.671], [-0.568, -0.303, -0.518], [-0.243, -0.260, -0.785], [0.106, 0.653, 0.345], [-0.084, 0.486, 0.752], [0.660, -0.276, 0.236], [-0.001, -0.709, -0.384], [-0.031, -0.097, 0.681], [-0.757, 0.322, -0.179], [-0.679, 0.454, -0.255], [0.261, 0.362, -0.598], [0.235, -0.172, 0.797], [-0.639, -0.037, -0.551], [0.148, -0.429, 0.496], [-0.095, 0.587, 0.271], [-0.133, -0.137, 0.221], [0.054, 0.291, -0.363], [-0.153, -0.152, 0.333], [0.021, 0.213, 0.077], [-0.008, -0.204, 0.037], [-0.046, 0.203, -0.052], [0.109, -0.337, -0.199], [0.188, 0.277, 0.261], [-0.027, -0.188, -0.177], [0.069, 0.054, -0.165], [0.021, -0.074, 0.089], [0.086, -0.005, 0.009], [-0.078, -0.010, -0.085], [0.139, 0.192, 0.046], [0.021, 0.005, -0.153], [-0.061, -0.224, -0.138], [-0.086, -0.174, 0.144], [0.030, 0.033, 0.124], [-0.012, 0.255, -0.079], [0.045, -0.024, 0.033], [-0.073, 0.034, -0.007], [-0.058, -0.043, -0.072], [-0.014, 0.110, 0.160], [-0.267, 0.009, 0.049], [0.496, -0.002, -0.266], [-0.352, 0.122, 0.108], [0.084, 0.183, 0.114], [-0.160, -0.093, -0.057], [0.161, 0.118, -0.077], [-0.027, -0.429, 0.026], [0.101, 0.309, 0.255], [-0.018, -0.261, -0.112], [0.141, -0.066, -0.050], [-0.087, -0.010, 0.077], [0.031, -0.010, 0.071], [-0.004, -0.029, -0.104], [0.162, 0.114, 0.103], [0.101, -0.103, -0.073], [-0.104, -0.221, -0.088], [-0.238, -0.025, 0.039], [-0.032, 0.084, 0.092], [0.189, 0.145, -0.088], [-0.022, -0.015, 0.072], [-0.013, 0.039, -0.060], [-0.022, -0.053, -0.075], [-0.034, 0.180, 0.068], [0.178, 0.198, -0.112], [-0.311, -0.193, 0.306], [0.205, 0.276, -0.164], [-0.133, 0.107, -0.063], [0.142, -0.024, -0.007], [-0.140, 0.052, 0.114], [0.370, -0.298, -0.010], [-0.419, 0.083, -0.218], [0.170, -0.166, -0.008], [-0.069, -0.141, 0.097], [0.061, 0.026, -0.101], [-0.026, -0.055, -0.061], [0.038, -0.004, 0.111], [-0.224, -0.018, -0.076], [-0.005, -0.118, 0.104], [0.238, -0.096, 0.097], [0.191, 0.111, -0.103], [-0.045, 0.048, -0.106], [-0.243, 0.017, 0.135], [0.006, -0.014, -0.061], [-0.043, 0.042, 0.112], [0.113, 0.066, 0.129], [-0.078, 0.146, -0.112], [0.232, -0.028, 0.136], [-0.265, 0.265, -0.248], [0.256, 0.012, 0.213], [0.107, -0.069, -0.137], [0.044, 0.122, 0.201], [-0.032, -0.008, -0.168], [-0.262, -0.290, 0.217], [0.297, 0.037, -0.310], [-0.236, -0.098, 0.170], [-0.207, 0.038, -0.102], [0.094, -0.075, 0.069], [0.028, -0.086, -0.059], [-0.052, 0.018, 0.034], [0.041, -0.015, -0.247], [-0.208, -0.009, -0.036], [-0.134, -0.025, 0.214], [0.149, -0.031, 0.211], [0.108, -0.005, -0.030], [-0.066, 0.157, -0.192], [0.048, -0.061, -0.002], [0.003, 0.073, 0.008], [-0.066, 0.028, 0.065], [0.173, 0.071, -0.075]]}